Here is 12 unconnected molecules or ions with the total composition C42H114N6O21 from the Open Molecules 2025 dataset. Energies are from wB97M-V/def2-TZVPD.

```
183
Properties=species:S:1:pos:R:3
C -3.118 -4.819 3.881
O -3.708 -4.091 2.820
C -4.731 -4.837 2.152
C -5.195 -3.997 0.977
C -6.347 -4.710 0.269
N -4.133 -3.736 0.006
H -2.290 -4.223 4.258
H -2.833 -5.810 3.515
H -3.802 -5.003 4.718
H -4.340 -5.826 1.886
H -5.502 -4.972 2.919
H -5.466 -2.999 1.337
H -7.048 -5.235 0.918
H -5.911 -5.430 -0.426
H -6.925 -4.010 -0.338
H -4.423 -3.135 -0.755
H -3.314 -3.343 0.461
C -1.814 -1.247 5.129
O -2.322 -0.028 4.606
C -1.343 1.000 4.614
C -2.126 2.312 4.412
C -2.661 2.463 2.975
N -1.350 3.491 4.807
H -2.677 -1.905 5.221
H -1.409 -1.104 6.134
H -1.087 -1.674 4.433
H -0.832 0.999 5.579
H -0.718 0.848 3.723
H -2.937 2.190 5.136
H -3.006 1.494 2.610
H -1.835 2.806 2.344
H -3.433 3.225 2.892
H -0.588 3.628 4.123
H -1.952 4.307 4.790
C 3.459 2.863 -8.091
O 2.067 3.009 -7.920
C 1.734 3.182 -6.550
C 0.243 3.466 -6.470
C -0.180 3.785 -5.044
N -0.477 2.201 -6.773
H 4.043 3.698 -7.683
H 3.724 2.794 -9.142
H 3.854 2.004 -7.536
H 2.004 2.231 -6.068
H 2.385 3.922 -6.061
H -0.130 4.229 -7.152
H 0.154 3.016 -4.342
H -1.258 3.913 -4.985
H 0.326 4.689 -4.687
H 0.059 1.784 -7.536
H -0.240 1.542 -6.031
C -1.483 -2.009 1.675
O -1.736 -2.176 0.280
C -0.627 -2.805 -0.384
C 0.602 -1.952 -0.428
N 0.294 -0.657 -1.019
C 1.346 0.321 -0.861
C 1.045 1.672 -1.449
O 0.080 2.254 -0.565
C -0.367 3.519 -0.993
H -2.449 -1.757 2.120
H -0.877 -1.106 1.802
H -1.116 -2.868 2.239
H -0.964 -3.213 -1.339
H -0.409 -3.718 0.189
H 1.429 -2.486 -0.890
H 0.875 -1.766 0.624
H -0.457 -0.324 -0.424
H 2.270 -0.125 -1.249
H 1.580 0.395 0.215
H 0.676 1.707 -2.477
H 1.939 2.296 -1.363
H 0.380 4.306 -0.836
H -1.282 3.769 -0.464
H -0.570 3.533 -2.070
C 0.439 -1.181 -4.445
O 1.149 -0.840 -5.619
C 2.312 -1.556 -5.937
C 3.485 -1.370 -4.976
N 3.784 0.066 -4.922
C 4.742 0.392 -3.873
C 4.905 1.877 -3.689
O 3.762 2.447 -3.070
C 3.788 3.830 -2.799
H -0.031 -2.156 -4.603
H -0.250 -0.381 -4.188
H 1.141 -1.281 -3.609
H 2.629 -1.149 -6.895
H 2.067 -2.626 -5.948
H 4.355 -1.918 -5.349
H 3.326 -1.776 -3.966
H 2.895 0.514 -4.712
H 5.718 0.030 -4.208
H 4.524 -0.082 -2.906
H 5.109 2.409 -4.627
H 5.786 2.124 -3.080
H 2.747 4.160 -2.812
H 4.327 4.399 -3.560
H 4.152 3.949 -1.773
C -2.049 5.193 9.624
O -1.247 5.912 8.718
C -0.493 5.054 7.902
C 0.232 5.831 6.834
N 1.138 4.999 6.075
C 1.542 5.667 4.833
C 2.046 4.665 3.808
O 1.027 3.735 3.457
C 1.434 2.906 2.380
H -1.413 4.668 10.347
H -2.641 4.445 9.087
H -2.718 5.847 10.178
H -1.102 4.283 7.412
H 0.228 4.523 8.543
H 0.750 6.723 7.198
H -0.555 6.307 6.222
H 0.736 4.102 5.823
H 2.324 6.374 5.123
H 0.720 6.253 4.399
H 2.886 4.117 4.250
H 2.458 5.157 2.923
H 0.697 2.117 2.239
H 2.365 2.384 2.619
H 1.555 3.457 1.446
O -0.370 -6.215 -3.553
C -1.721 -5.747 -3.472
C -2.363 -6.182 -2.159
O -3.695 -5.752 -2.026
H -0.418 -7.109 -3.905
H -1.731 -4.654 -3.504
H -2.322 -5.981 -4.354
H -1.792 -5.775 -1.311
H -2.254 -7.258 -1.974
H -3.688 -5.051 -1.345
O 4.171 0.752 1.645
C 4.251 -0.660 1.808
C 4.700 -1.337 0.518
O 6.052 -0.923 0.287
H 5.093 1.022 1.558
H 5.023 -0.886 2.550
H 3.305 -1.055 2.183
H 4.065 -1.089 -0.332
H 4.660 -2.428 0.575
H 6.690 -1.498 0.715
O -4.311 0.355 -0.182
C -3.071 0.844 -0.709
C -2.873 0.647 -2.194
O -2.346 -0.630 -2.532
H -4.104 -0.540 0.118
H -3.206 1.919 -0.553
H -2.221 0.493 -0.136
H -2.230 1.455 -2.557
H -3.870 0.750 -2.624
H -1.428 -0.765 -2.222
O 2.505 -3.832 2.010
C 1.972 -5.127 2.309
C 3.014 -6.169 2.658
O 3.840 -5.696 3.718
H 2.926 -3.417 2.767
H 1.361 -5.013 3.209
H 1.322 -5.448 1.499
H 3.562 -6.556 1.795
H 2.427 -7.005 3.059
H 4.299 -6.475 4.046
O 1.446 -4.078 -3.000
C 2.704 -4.594 -2.559
C 2.529 -5.158 -1.141
O 1.683 -6.285 -1.034
H 0.952 -4.843 -3.328
H 3.008 -5.349 -3.289
H 3.431 -3.784 -2.473
H 2.188 -4.331 -0.513
H 3.535 -5.415 -0.796
H 0.882 -6.033 -1.519
O -4.158 4.875 -1.766
C -3.917 5.350 -0.463
C -4.490 4.429 0.596
O -5.926 4.378 0.561
H -4.967 4.353 -1.741
H -2.841 5.464 -0.297
H -4.287 6.376 -0.330
H -4.259 4.932 1.542
H -4.115 3.409 0.500
H -6.167 3.974 1.399
```

The net charge is 0. The structure (SMILES) is COC[C@H](C)N.COC[C@H](C)N.COC[C@H](C)N.COCCNCCOC.COCCNCCOC.COCCNCCOC.OCCO.OCCO.OCCO.OCCO.OCCO.OCCO. The calculation puts the energy relative to the best compared isomer or geometry (same formula, charge and spin) at 0.0 kcal per mole. The value obtained for the HOMO energy is -8.548 eV.

Löwdin population analysis, charges in e, atoms 1 to 99: C -0.1076; O -0.2177; C -0.1832; C -0.4073; C -0.0488; N 0.0579; H 0.0706; H 0.0872; H 0.0886; H 0.1328; H 0.1306; H 0.1394; H 0.0770; H 0.0727; H 0.0797; H 0.1025; H 0.0499; C -0.1037; O -0.2048; C -0.1891; C -0.4013; C -0.0400; N 0.0475; H 0.0852; H 0.0892; H 0.0746; H 0.1256; H 0.1145; H 0.1360; H 0.0768; H 0.0738; H 0.0557; H 0.0434; H 0.0826; C -0.1205; O -0.1818; C -0.2122; C -0.4004; C -0.0773; N 0.0398; H 0.0814; H 0.0855; H 0.0785; H 0.1156; H 0.1221; H 0.1406; H 0.0514; H 0.0840; H 0.0770; H 0.0659; H 0.0477; C -0.0972; O -0.2254; C -0.1865; C -0.1956; N -0.0384; C -0.1829; C -0.1722; O -0.2151; C -0.0989; H 0.0909; H 0.0867; H 0.0907; H 0.1219; H 0.1200; H 0.1020; H 0.1089; H 0.0762; H 0.1074; H 0.1207; H 0.1136; H 0.1079; H 0.0894; H 0.0700; H 0.0747; C -0.0839; O -0.2107; C -0.2106; C -0.2107; N -0.0422; C -0.2090; C -0.2219; O -0.2264; C -0.1032; H 0.0926; H 0.0743; H 0.0668; H 0.1260; H 0.1220; H 0.1216; H 0.0927; H 0.0891; H 0.1242; H 0.1114; H 0.1202; H 0.1233; H 0.0746; H 0.0899; H 0.0908